Density functional theory data (the ωB97M-V functional and the def2-TZVPD basis) for an isolated ion of composition C3H3N4 and charge +1 in a non-equilibrium geometry.

Geometry as XYZ:
```
10
Properties=species:S:1:pos:R:3:forces:R:3
N -1.0726 0.3402 1.6549 -3.18 -0.90 2.56
N -1.9183 0.1616 2.3325 0.75 0.20 -0.59
N 0.8440 -0.5033 0.6330 0.44 -0.63 1.44
N -0.7376 0.6934 -0.8381 -0.50 0.81 2.32
C 0.0126 -0.0927 -1.4553 0.52 -0.54 0.08
C 0.9588 -0.8423 -0.5785 -0.21 0.16 0.04
C -0.0870 0.5403 0.7803 2.35 1.01 -5.90
H -0.0348 -0.2216 -2.5263 -0.16 0.10 -0.19
H 1.6535 -1.6020 -0.8935 0.19 -0.10 -0.09
H 0.3815 1.5264 0.8911 -0.21 -0.12 0.33
```
Positions in Å, forces in eV/Å.

Net charge: +1
Energy relative to the best compared isomer or geometry (same formula, charge and spin) in eV: 1.522
SMILES: N#[N+]C1N=CC=N1
E_tot in eV: -9109.033
LUMO energy in eV: -6.47
Strongest force on any atom in hartree/bohr: 0.125

Density functional theory data (the ωB97M-V functional and the def2-TZVPD basis) for a 2-piece molecular cluster, C3H3NO overall in a non-equilibrium geometry.

Geometry as XYZ:
```
8
Properties=species:S:1:pos:R:3:forces:R:3
O 2.0080 -1.1170 -0.3894 0.57 -1.00 0.13
N -2.6925 -0.4478 -0.4591 -3.10 1.33 -1.77
C -1.8926 -0.8412 0.2175 1.88 -0.78 0.70
C 1.4782 -0.1304 -0.1261 1.17 -1.79 -1.11
C 0.8627 0.9575 0.0526 -0.84 2.65 -0.93
H 0.3943 1.0878 0.9732 -0.73 0.62 1.28
H -0.9643 -1.1826 0.5114 1.10 -0.63 1.05
H 0.8061 1.6737 -0.7801 -0.03 -0.38 0.65
```
Positions in Å, forces in eV/Å.

Net charge: 0
Energy relative to the best compared isomer or geometry (same formula, charge and spin) in eV: 1.624
SMILES: C=C=O.C#N
E_tot in eV: -6694.868
LUMO energy in eV: 0.64
Strongest force on any atom in hartree/bohr: 0.074

Density functional theory data (the ωB97M-V functional and the def2-TZVPD basis) for a single C3H3NO molecule in a non-equilibrium geometry.

Geometry as XYZ:
```
8
Properties=species:S:1:pos:R:3:forces:R:3
O -1.2186 1.2881 -1.0947 2.27 -0.61 0.72
N -1.2955 0.6360 0.1818 4.10 -1.74 1.81
C -0.1095 0.0252 0.4325 -2.78 1.08 -2.53
C 0.8342 -0.8454 1.0766 -0.44 1.39 -0.96
C 1.1096 -0.5014 -0.1894 -1.06 -0.01 0.99
H 1.6804 -0.6267 -1.1102 -0.02 0.16 0.64
H 1.1128 -1.2532 2.0255 0.14 -0.47 0.05
H -2.1135 1.2775 -1.3222 -2.21 0.19 -0.72
```
Positions in Å, forces in eV/Å.

Net charge: 0
Energy relative to the best compared isomer or geometry (same formula, charge and spin) in eV: 4.483
SMILES: ON=c1cc1
E_tot in eV: -6692.009
LUMO energy in eV: 0.80
Strongest force on any atom in hartree/bohr: 0.094

Density functional theory data (the ωB97M-V functional and the def2-TZVPD basis) for a single C3H3NO molecule in a non-equilibrium geometry.

Geometry as XYZ:
```
8
Properties=species:S:1:pos:R:3:forces:R:3
O 1.8435 -1.0169 0.0242 0.14 -0.21 -0.10
N -0.3220 0.1488 0.0890 1.77 1.28 -0.59
C -1.3611 -0.5592 -0.0512 0.72 0.49 1.26
C 1.0209 1.2832 0.2719 -1.90 -1.16 2.06
C 1.1666 -0.0383 0.0955 -0.41 -2.58 0.24
H 1.2543 1.9199 -0.4858 -0.07 2.27 -2.08
H -2.3360 -0.1011 0.0262 -0.24 0.10 -0.52
H -1.2662 -1.6365 0.0302 -0.01 -0.19 -0.25
```
Positions in Å, forces in eV/Å.

Net charge: 0
Energy relative to the best compared isomer or geometry (same formula, charge and spin) in eV: 4.124
E_tot in eV: -6692.367
LUMO energy in eV: 0.12
Strongest force on any atom in hartree/bohr: 0.060